The following is a DFT calculation (ωB97M-V/def2-TZVPD) of 12 unconnected molecules or ions with the total composition C36H50O36 at a distorted geometry.

Output
- relative energy (zero: lowest compared OMol25 entry of this formula, charge and spin) (eV) = 6.500
- largest force on an atom (eV/A) = 5.79
- net charge = 0
- LUMO (eV) = -0.302
- energy (eV) = -111846.5203
- HOMO level (eV) = -10.6
- structure (SMILES) = COC(=O)OC.O=C1OCCO1.O=C1OCCO1.O=C1OCCO1.O=C1OCCO1.O=C1OCCO1.O=C1OCCO1.O=C1OCCO1.O=C1OCCO1.O=C1OCCO1.O=C1OCCO1.O=C1OCCO1

Last column: Löwdin charge in e.
Element x y z (Å)
C 4.51 -7.64 3.38  -0.05
O 5.78 -8.18 3.73  0.00
C 6.02 -9.45 4.11  -0.49
O 5.23 -10.40 4.31  0.08
O 7.39 -9.58 4.12  -0.03
C 7.95 -10.71 4.66  -0.08
H 4.11 -7.08 4.23  0.09
H 3.80 -8.43 3.16  0.09
H 4.42 -6.97 2.53  0.09
H 8.96 -10.67 4.25  0.10
H 7.38 -11.61 4.43  0.10
H 8.07 -10.57 5.74  0.10
O 9.33 -4.87 -0.91  0.10
C 8.32 -4.92 -1.66  -0.55
O 8.09 -5.85 -2.53  0.10
C 6.87 -5.64 -3.14  -0.13
C 6.32 -4.36 -2.53  -0.13
O 7.23 -4.17 -1.50  0.07
H 6.90 -5.59 -4.23  0.14
H 6.20 -6.46 -2.85  0.13
H 5.33 -4.52 -2.10  0.13
H 6.26 -3.46 -3.14  0.13
O -9.71 -1.40 3.41  0.14
C -10.30 -2.20 4.10  -0.55
O -10.28 -3.55 3.92  0.04
C -11.02 -4.25 4.91  -0.10
C -11.07 -3.10 5.98  -0.12
O -11.06 -1.95 5.17  0.06
H -12.05 -4.27 4.55  0.12
H -10.84 -5.27 5.25  0.13
H -10.19 -3.00 6.61  0.14
H -12.02 -3.16 6.50  0.13
O 6.70 8.13 2.43  0.13
C 6.65 7.09 1.77  -0.50
O 6.00 5.90 2.10  0.05
C 5.97 5.11 0.91  -0.15
C 7.28 5.47 0.32  -0.14
O 7.50 6.79 0.81  0.07
H 6.02 4.03 1.03  0.14
H 5.09 5.35 0.33  0.14
H 7.11 5.36 -0.75  0.13
H 8.12 4.85 0.61  0.14
O 0.16 8.10 1.55  0.11
C 0.62 9.08 0.97  -0.61
O 1.35 8.85 -0.10  0.08
C 1.81 10.03 -0.69  -0.14
C 1.57 10.99 0.43  -0.10
O 0.63 10.34 1.30  0.11
H 2.87 10.05 -0.93  0.14
H 1.24 10.28 -1.58  0.13
H 1.06 11.84 -0.04  0.13
H 2.48 11.28 0.96  0.14
O -0.35 8.88 -8.20  0.12
C -0.91 7.91 -7.69  -0.54
O -0.65 7.41 -6.52  0.09
C -1.65 6.51 -6.08  -0.10
C -2.42 6.23 -7.43  -0.11
O -2.00 7.30 -8.28  0.04
H -1.13 5.60 -5.77  0.13
H -2.32 6.79 -5.27  0.13
H -3.50 6.15 -7.27  0.12
H -2.06 5.36 -7.97  0.12
O 7.83 1.91 6.19  0.15
C 8.01 1.08 5.33  -0.53
O 9.15 1.00 4.61  0.05
C 9.12 0.03 3.63  -0.14
C 7.84 -0.79 4.04  -0.10
O 7.17 0.09 4.93  0.06
H 8.92 0.51 2.67  0.12
H 10.10 -0.44 3.52  0.13
H 8.21 -1.70 4.51  0.13
H 7.26 -0.97 3.13  0.13
O 2.09 -4.89 -10.75  0.10
C 1.53 -4.69 -9.65  -0.57
O 2.08 -4.00 -8.69  0.09
C 1.36 -4.16 -7.51  -0.15
C 0.08 -4.81 -7.88  -0.08
O 0.31 -5.06 -9.28  0.07
H 2.04 -4.68 -6.82  0.14
H 1.16 -3.18 -7.08  0.13
H -0.80 -4.18 -7.93  0.14
H -0.02 -5.75 -7.33  0.14
O 1.37 0.09 -0.06  0.11
C 0.18 0.36 -0.24  -0.54
O -0.65 0.74 0.70  0.10
C -1.93 1.00 0.21  -0.12
C -1.75 0.61 -1.21  -0.20
O -0.48 0.21 -1.40  0.09
H -2.79 0.44 0.58  0.14
H -2.13 2.06 0.38  0.14
H -1.82 1.48 -1.86  0.14
H -2.45 -0.12 -1.62  0.14
O -6.82 4.97 -2.14  0.14
C -7.51 4.28 -2.87  -0.57
O -7.29 2.98 -3.04  0.06
C -7.79 2.60 -4.28  -0.13
C -8.99 3.55 -4.38  -0.11
O -8.49 4.68 -3.68  0.08
H -7.00 2.73 -5.01  0.14
H -8.27 1.62 -4.23  0.13
H -9.92 3.10 -4.03  0.13
H -9.16 3.85 -5.41  0.13
O -1.96 -5.88 -1.27  0.11
C -2.97 -6.11 -0.59  -0.49
O -4.25 -5.94 -1.00  0.06
C -5.14 -6.29 -0.04  -0.17
C -4.34 -5.94 1.20  -0.11
O -3.04 -6.31 0.75  0.06
H -6.07 -5.72 -0.01  0.14
H -5.38 -7.35 -0.15  0.14
H -4.73 -6.53 2.04  0.13
H -4.41 -4.91 1.55  0.13
O -7.70 2.68 8.31  0.17
C -6.83 2.82 7.51  -0.58
O -5.59 2.28 7.61  0.05
C -4.80 2.59 6.51  -0.13
C -5.59 3.75 5.89  -0.12
O -6.85 3.63 6.46  0.09
H -3.81 2.87 6.86  0.13
H -4.74 1.61 6.03  0.13
H -5.67 3.71 4.81  0.13
H -5.11 4.72 6.06  0.13